(1)
8
Properties=species:S:1:pos:R:3 method="wB97M-V/def2-TZVPD" lumo_energy_ev=0.9066 total_charge=0 smiles="C#CC=C" orbital_gap_ev=10.302 relative_energy_kcal_mol=9.7
C 0.74123 0.38543 -1.70684
C 0.05978 0.15250 -0.75884
C -0.70396 -0.22190 0.46930
C -0.08314 -0.23335 1.69432
H 1.11241 0.66896 -2.72731
H -1.61735 -0.76358 0.25212
H -0.54680 -0.60062 2.61496
H 0.96828 0.19906 1.67263

***

(2)
8
Properties=species:S:1:pos:R:3 method="wB97M-V/def2-TZVPD" lumo_energy_ev="-1.7906 / -2.3840" total_charge=0 orbital_gap_ev="8.934 / 7.497" relative_energy_kcal_mol=170.0
C -1.18746 2.10311 -2.20162
C -0.88021 1.41240 -1.29228
C 0.44683 -1.19482 0.57511
C 0.16720 0.09072 0.61537
H 1.09584 -1.55607 1.38707
H -0.24806 0.54656 -0.48114
H 0.17717 0.57779 1.54353
H 0.42870 -1.97968 -0.14605

***

(3)
60
Properties=species:S:1:pos:R:3 method="wB97M-V/def2-TZVPD" lumo_energy_ev=-5.3428 total_charge=+2 orbital_gap_ev=10.604 relative_energy_kcal_mol=0.0
C 1.20057 0.98061 0.43730
C 1.14158 -0.56072 0.67509
C -0.15643 -0.83257 1.43579
C -1.13788 -3.01249 1.85202
N -0.81183 -2.07367 1.06576
N 2.15155 1.29606 -0.66524
H 0.18415 1.29042 0.25204
H 1.66940 1.46131 1.28382
H 1.16539 -0.96057 -0.34449
H 2.00007 -0.88987 1.25446
H 0.09430 -0.72539 2.49069
H -0.84336 -0.00096 1.27992
H -1.08470 -2.78467 2.90767
H -1.38659 -4.00470 1.51612
H -0.96380 -2.15223 0.04402
H 1.94021 2.27662 -0.88782
H 1.94983 0.68068 -1.46235
H 3.11184 1.18307 -0.30454
H -2.81223 -1.15828 -3.90383
H -3.00667 -0.60558 -2.42205
O -2.66196 -1.31293 -2.96969
H 1.41882 -4.12837 2.95700
H 1.68960 -3.69960 1.38311
O 1.22399 -3.56160 2.20909
H 4.64940 1.39430 1.48446
H 4.13085 0.08697 1.02413
O 3.80062 0.93451 1.40716
H -0.08651 3.86775 -1.27133
H 0.95647 4.93027 -1.17565
O 0.70290 4.11838 -0.71718
H -2.11742 3.86470 -0.71773
H -2.01875 4.77136 -1.90473
O -1.74250 3.89081 -1.61337
H -2.40680 -3.74466 -1.18254
H -1.96199 -2.50174 -1.98536
O -1.64771 -3.17061 -1.33147
H 5.11445 -1.92900 0.30609
H 3.77353 -1.61648 -0.40284
O 4.61658 -1.22994 -0.13332
H 0.68493 3.81923 1.46805
H 0.83458 3.63178 2.98449
O 0.35578 3.30212 2.21648
H -3.49409 2.31737 -3.02795
H -2.62327 1.87214 -1.86384
O -2.78959 1.70560 -2.79412
H -3.32201 -0.79694 3.53947
H -2.09715 -0.05191 4.04617
O -2.50007 -0.39031 3.24031
H -5.20630 0.46781 -0.76202
H -3.73595 0.10655 -0.41304
O -4.61183 -0.26096 -0.56203
H 2.16805 -0.96959 -3.23530
H 3.58485 -0.37093 -2.96368
O 2.76097 -0.64634 -2.54743
H 1.88166 -3.91627 -1.90076
H 0.39012 -3.48049 -2.11861
O 1.23442 -3.22908 -1.72978
H -1.13888 2.62855 1.50132
H -2.28909 1.72398 1.91634
O -1.92612 2.16650 1.13571

***

(4)
59
Properties=species:S:1:pos:R:3 method="wB97M-V/def2-TZVPD" lumo_energy_ev=-2.2171 total_charge=+1 orbital_gap_ev=11.421 relative_energy_kcal_mol=0.0
C -1.66172 0.69356 0.80991
C -0.72702 -0.14513 1.66227
C -1.11650 -0.02461 3.14233
C -2.44399 -0.69667 3.46217
N -1.22334 0.63958 -0.64760
H -2.73274 0.35394 0.87461
H -1.72194 1.79349 1.12548
H -0.75623 -1.19037 1.34996
H 0.29114 0.19176 1.51158
H -0.31263 -0.50508 3.77941
H -1.14740 1.07649 3.46676
H -2.60583 -0.62169 4.50722
H -2.47972 -1.73784 3.14874
H -3.31026 -0.15627 2.94178
H -1.19132 -0.33840 -0.98759
H -0.27111 1.01641 -0.78479
H -1.86412 1.17373 -1.22930
H 3.57009 1.51780 1.73481
H 2.17278 1.68889 1.16572
O 2.84056 0.96310 1.39493
H 0.30269 3.06309 0.65265
H 1.53933 3.39121 -0.17183
O 1.28853 3.03876 0.72578
H 0.68066 -3.33824 0.95133
H 0.60168 -4.62727 0.01021
O 0.62073 -3.64168 0.02054
H -0.33127 -2.68763 -1.03368
H -1.74236 -2.62053 -1.62531
O -0.93986 -2.15806 -1.57345
H 0.06550 -3.05993 3.17449
H 1.21224 -2.14192 2.77330
O 0.78782 -2.97472 2.56400
H -0.26959 -1.45095 -2.99493
H 0.34563 -1.39830 -4.39257
O -0.04799 -0.82567 -3.70571
H -1.32397 0.32813 -3.68789
H -2.15567 1.49445 -4.32675
O -2.03380 0.95601 -3.51327
H 3.11156 0.31075 -0.15177
H 3.10843 -0.87961 -1.12107
O 3.23056 0.02342 -1.08591
H -1.62633 4.16058 -0.28217
H -0.45546 3.56608 -1.17346
O -1.10270 3.34679 -0.47497
H -4.62066 0.12577 -1.77321
H -3.27705 0.32087 -2.40297
O -3.69347 0.04786 -1.62124
H 1.93815 0.65283 -1.78180
H 0.80688 0.43230 -2.82267
O 1.04839 0.98281 -2.05995
H 1.12888 2.66512 -2.07792
H 1.68686 4.07551 -2.62455
O 1.14748 3.61153 -1.89452
H 2.35823 -0.16065 2.55528
H 2.79172 -0.84185 3.85078
O 2.02447 -0.71311 3.29070
H 2.08083 -2.98593 -0.69550
H 3.55111 -3.14859 -0.82126
O 2.85315 -2.63195 -1.10710